Run A
Density functional theory data (ωB97M-V with the def2-TZVPD basis set) for a cluster of 2 separate species, C7H7N in total.

Values from the calculation:
**Orbital gap**: 9.918 eV
**Structure (SMILES)**: c1ccncc1.C#C
**HOMO**: -0.3269 Eh
**E_LUMO**: 1.024 eV

Cartesian coordinates (Å):
C -1.7403 0.9933 0.0401
C -2.2816 -0.3546 0.3147
C -1.3272 -1.4113 0.1447
N -0.1333 -1.2451 -0.3173
C 0.2428 -0.0180 -0.3956
C -0.5879 1.1716 -0.4696
H -2.4032 1.7924 0.3844
H -3.2479 -0.6714 0.6481
H -1.7945 -2.3570 0.2095
H 1.2044 0.2021 -0.5406
H -0.2134 2.0946 -0.7267
C 2.9722 0.3754 0.5925
C 3.1727 -0.5397 -0.1100
H 2.6469 1.3017 1.0548
H 3.4903 -1.3339 -0.8290



Run B
Density functional theory data (ωB97M-V with the def2-TZVPD basis set) for a cluster of 2 separate species, C7H7N in total.

Values from the calculation:
**Orbital gap**: 10.452 eV
**Structure (SMILES)**: c1ccncc1.C#C
**HOMO**: -0.3524 Eh
**E_LUMO**: 0.862 eV

Cartesian coordinates (Å):
C 0.8937 -0.2964 1.3743
C 1.2361 -1.5233 0.7321
C 0.1203 -2.3356 0.4330
N -1.1163 -1.8498 0.2864
C -1.2959 -0.6784 0.8054
C -0.4291 0.1739 1.4465
H 1.6190 0.4685 1.6621
H 2.0672 -2.0692 0.7687
H 0.2567 -3.2946 0.2615
H -2.2820 -0.2389 0.9169
H -0.8681 1.1641 1.7557
C 0.5180 3.0938 -2.0333
C 0.0469 3.3120 -3.1312
H 0.8509 2.8742 -1.0603
H -0.3696 3.5689 -4.0707



Run C
Density functional theory data (ωB97M-V with the def2-TZVPD basis set) for an isolated molecule of C7H7N.

Values from the calculation:
**Orbital gap**: 6.762 eV
**HOMO**: -0.2338 Eh
**E_LUMO**: 0.399 eV

Cartesian coordinates (Å):
C -0.8949 -1.2920 -0.3807
C -1.9618 -0.6277 0.0831
C -1.5334 0.6107 0.5492
C 0.7596 1.5391 -0.0211
C 1.9916 0.8154 -0.3977
C 1.6559 -0.5058 -0.5539
C 0.2441 -0.5685 -0.0868
H -0.9017 -2.4270 -0.4470
H -3.0924 -0.8728 0.0004
H -2.2745 1.2186 1.1946
H 0.6090 2.4851 0.3021
H 2.9191 1.3230 -0.4950
H 2.2542 -1.3196 -1.0371
H 0.4185 -1.1071 1.0114
N -0.1934 0.7289 0.2787



Least stable of them? run C.



Run A
Density functional theory data (ωB97M-V with the def2-TZVPD basis set) for a structure of composition C7H7N.

Values from the calculation:
**Orbital gap**: 8.874 eV
**HOMO**: -0.3472 Eh
**E_LUMO**: -0.574 eV

Cartesian coordinates (Å):
C 2.4675 0.9476 1.3929
C 1.2937 0.8926 1.1806
C -0.5172 -0.1774 -1.6008
C -0.5304 1.3038 -1.6260
C -0.6125 -0.5134 -0.2925
C -0.5792 0.7740 0.4908
C -0.6374 -1.7815 0.4818
N -0.6543 1.8009 -0.4409
H 3.4267 1.0185 1.7881
H -0.4479 -0.7291 -2.6139
H -0.2844 2.0673 -2.3426
H -1.1465 0.8443 1.5065
H -1.2451 -1.6823 1.3354
H 0.3747 -1.9703 0.7990
H -0.9078 -2.7949 -0.0582



Run B
Density functional theory data (ωB97M-V with the def2-TZVPD basis set) for a cluster of 2 separate species, C7H7N in total.

Values from the calculation:
**Orbital gap**: 9.875 eV
**Structure (SMILES)**: c1ccncc1.C#C
**HOMO**: -0.3332 Eh
**E_LUMO**: 0.808 eV

Cartesian coordinates (Å):
C 1.1160 1.5647 0.5912
C 1.0681 1.1311 -0.7379
C 0.0137 0.3037 -1.1200
N -0.9162 0.0477 -0.2991
C -0.9798 0.4848 0.9448
C 0.0696 1.2713 1.4953
H 1.8424 2.2777 0.8534
H 1.6197 1.7286 -1.4952
H -0.0793 0.0533 -2.1756
H -1.9914 0.2989 1.4857
H -0.0448 1.6424 2.5214
C 0.0202 -3.0114 -0.2670
C -0.4088 -1.9844 -0.6393
H 0.6536 -3.6672 0.3405
H -0.9808 -1.2256 -1.0387



Least stable of them? run A.



Run A
Density functional theory data (ωB97M-V with the def2-TZVPD basis set) for a structure of composition C22H24FN3O3.

Values from the calculation:
**Orbital gap**: 8.725 eV
**HOMO**: -0.3105 Eh
**E_LUMO**: 0.275 eV

Cartesian coordinates (Å):
O -2.8044 -0.8297 0.7071
C -2.7880 -0.8204 -0.5148
C -2.7304 0.4126 -1.3259
C -2.3567 1.5892 -0.8218
C -2.2019 2.8493 -1.6416
C -2.1924 3.9757 -0.6030
C -1.4647 3.3356 0.5809
C -2.0147 1.9047 0.6155
N -2.7962 -1.9874 -1.2421
C -2.3900 -3.2139 -0.5791
C -0.8919 -3.2796 -0.5038
C -0.0407 -4.2351 0.3503
C 1.0580 -3.2105 -0.0568
N 2.3377 -3.1499 0.6212
C 2.5823 -2.1914 1.5925
O 2.8672 -2.4752 2.7409
C 2.4974 -0.7847 1.1647
C 2.5285 -0.2053 -0.0716
C 2.4543 1.2035 0.1456
C 2.4508 2.3284 -0.6819
F 2.5020 2.1434 -2.0156
C 2.4030 3.5935 -0.1663
C 2.3471 3.7666 1.2315
C 2.3339 2.6994 2.0979
C 2.3916 1.4175 1.5383
N 2.4151 0.1879 2.1333
C 1.0734 -3.4165 -1.5718
O -0.3385 -3.4640 -1.8307
C -0.0403 -2.1275 0.0584
H -2.9435 0.3277 -2.3871
H -1.2301 2.8163 -2.1467
H -2.9682 2.9458 -2.4106
H -1.7139 4.8848 -0.9664
H -3.2179 4.2278 -0.3194
H -0.3895 3.3202 0.3855
H -1.6195 3.8658 1.5206
H -2.9305 1.8477 1.2095
H -1.3359 1.1714 1.0496
H -2.5322 -1.9105 -2.2118
H -2.8134 -3.2119 0.4229
H -2.7763 -4.0738 -1.1272
H -0.2752 -4.1823 1.4120
H 0.0641 -5.2623 0.0008
H 2.5914 -4.0553 0.9996
H 2.6127 -0.7185 -1.0138
H 2.4089 4.4427 -0.8351
H 2.3093 4.7727 1.6275
H 2.2878 2.8452 3.1686
H 2.4456 -0.0193 3.1172
H 1.5361 -2.5836 -2.1063
H 1.5489 -4.3530 -1.8724
H 0.0488 -1.2324 -0.5547
H -0.2989 -1.8815 1.0861



Run B
Density functional theory data (ωB97M-V with the def2-TZVPD basis set) for an isolated molecule of C22H24FN3O3.

Values from the calculation:
**Orbital gap**: 7.668 eV
**Structure (SMILES)**: CCN(CC)CCN1C(=O)C(=O)/C(=C(/O)c2ccc(F)cc2)[C@H]1c1cccnc1
**HOMO**: -0.2986 Eh
**E_LUMO**: -0.457 eV

Cartesian coordinates (Å):
C 1.7347 1.8704 -3.0726
C 2.1761 0.7404 -2.1490
N 3.0793 1.2333 -1.1233
C 4.4634 1.3162 -1.5494
C 5.1759 2.4949 -0.8927
C 2.8958 0.6403 0.1807
C 1.8275 1.3944 0.9972
N 0.4616 1.0321 0.7162
C -0.3929 1.8488 0.0523
O -0.1064 2.8996 -0.4724
C -1.7782 1.2054 0.1221
O -2.7777 1.6348 -0.4079
C -1.6216 0.0347 0.9744
C -2.5835 -0.7655 1.4884
O -2.2211 -1.6969 2.4010
C -4.0101 -0.6717 1.1492
C -4.4330 -0.6126 -0.1771
C -5.7797 -0.5488 -0.4755
C -6.6971 -0.5400 0.5613
F -8.0095 -0.4780 0.2754
C -6.3053 -0.6054 1.8870
C -4.9563 -0.6803 2.1746
C -0.1637 -0.1191 1.3341
C 0.3756 -1.4326 0.8166
C 1.1366 -2.2756 1.6156
C 1.6098 -3.4632 1.0821
C 1.2975 -3.7622 -0.2353
N 0.5621 -2.9737 -1.0006
C 0.1129 -1.8450 -0.4877
H 2.5873 2.3246 -3.5704
H 1.2255 2.6325 -2.4894
H 1.0530 1.4889 -3.8288
H 2.6382 -0.0750 -2.7323
H 1.2925 0.3290 -1.6604
H 4.4727 1.4664 -2.6298
H 5.0119 0.3805 -1.3392
H 6.1831 2.5908 -1.2908
H 5.2431 2.3674 0.1849
H 4.6254 3.4089 -1.0954
H 2.6396 -0.4295 0.1231
H 3.8333 0.7244 0.7339
H 1.9206 2.4583 0.7643
H 2.0097 1.2328 2.0657
H -2.9934 -2.2055 2.6841
H -3.7073 -0.6300 -0.9724
H -6.1243 -0.5014 -1.4957
H -7.0471 -0.5933 2.6695
H -4.6368 -0.7068 3.2077
H -0.0145 -0.0848 2.4245
H 1.3554 -2.0041 2.6389
H 2.2058 -4.1393 1.6751
H 1.6447 -4.6740 -0.7025
H -0.4912 -1.2360 -1.1492



Least stable of them? run B.



Run A
Density functional theory data (ωB97M-V with the def2-TZVPD basis set) for an isolated molecule of C6H8N2O2S.

Values from the calculation:
**Orbital gap**: 9.086 eV
**HOMO**: -0.3238 Eh
**E_LUMO**: 0.274 eV

Cartesian coordinates (Å):
C -1.0918 -1.9249 -0.2725
C -1.0875 -0.6331 -0.3878
C 0.6088 -0.3575 -0.3912
C 1.2288 0.9810 -0.5710
C 2.7339 0.8326 -0.4055
C -1.6909 1.4297 1.2134
N 1.1018 -1.5359 -0.2293
N 0.1859 -2.4469 -0.2399
O 0.6263 1.9377 -0.9197
O -3.4428 0.0851 -0.2872
S -2.1334 0.7346 -0.5050
H -1.9611 -2.6708 -0.3551
H 3.1340 0.2523 -1.1307
H 3.0184 0.4236 0.5586
H 3.1532 1.8253 -0.4935
H -1.7692 0.5753 1.8457
H -2.3918 2.3703 1.3778
H -0.6957 1.6118 1.3263
H 0.4731 -3.4901 -0.1334



Run B
Density functional theory data (ωB97M-V with the def2-TZVPD basis set) for an isolated molecule of C6H8N2O2S.

Values from the calculation:
**Orbital gap**: 8.307 eV
**HOMO**: -0.2921 Eh
**E_LUMO**: 0.359 eV

Cartesian coordinates (Å):
C -0.0691 0.0586 -0.2334
C -1.2878 1.1033 -0.0528
C -2.9255 -0.7773 0.0464
C 2.7340 0.3665 -1.4777
C -0.5280 -1.1864 -0.2585
C 2.1603 0.5632 1.2990
N -2.5622 0.5577 0.2161
N -1.8874 -1.6682 -0.2557
O -1.0593 2.2689 0.1707
O -4.0768 -1.0496 0.2112
S 1.5185 0.9003 -0.5038
H 3.2079 -0.6377 -1.5480
H 2.8950 0.9781 -2.2545
H 0.0773 -2.0558 -0.3412
H 3.0143 1.3148 1.3270
H 1.5400 1.0484 2.0500
H 2.7073 -0.2960 1.4833
H -3.3742 1.1481 0.1835
H -2.0844 -2.6370 -0.0615



Least stable of them? run A.



Run A
Density functional theory data (ωB97M-V with the def2-TZVPD basis set) for a cluster of 2 separate species, C2H5NS in total.

Values from the calculation:
**Orbital gap (spin up / spin down)**: 7.391 / 7.389 eV
**Structure (SMILES)**: C=C.N=S
**HOMO (spin up / spin down)**: -0.3131 / -0.3127 Eh
**E_LUMO (spin up / spin down)**: -1.129 / -1.121 eV

Cartesian coordinates (Å):
C -0.8678 -0.1169 -0.5364
C -0.5676 0.3412 0.6606
H -0.9010 0.5555 -1.3674
H -0.8367 -1.1362 -0.5495
H -0.3493 -0.2927 1.5119
H -0.5128 1.3479 0.9731
N 1.3143 -2.5803 -0.2794
S 1.9881 -2.0758 0.9797
H 1.8851 -2.5006 -1.1914



Run B
Density functional theory data (ωB97M-V with the def2-TZVPD basis set) for a cluster of 2 separate species, C2H5NS in total.

Values from the calculation:
**Orbital gap**: 8.969 eV
**HOMO**: -0.3190 Eh
**E_LUMO**: 0.290 eV

Cartesian coordinates (Å):
C -1.1632 -0.3809 -0.0210
C 1.3519 0.8238 0.0859
N -2.3436 -0.7506 0.0937
S -0.4704 1.1653 -0.0017
H 0.1427 -1.6345 -0.4597
H 1.9266 1.2809 -0.7629
H 1.5257 -0.2066 0.1742
H 1.8822 1.3980 0.8468
H -2.8519 -1.6954 0.0447



Least stable of them? run B.



Run A
Density functional theory data (ωB97M-V with the def2-TZVPD basis set) for a cluster of 2 separate species, C3H11NO2 in total.

Values from the calculation:
**Orbital gap**: 9.756 eV
**Structure (SMILES)**: NCCCO.O
**HOMO**: -0.3375 Eh
**E_LUMO**: 0.573 eV

Cartesian coordinates (Å):
N -2.3779 -0.4101 1.0074
C -1.6992 -0.0576 -0.2364
C -0.1973 0.0274 -0.0126
C 0.3594 1.2945 -0.6886
O 1.7270 1.5156 -0.4432
H -3.3822 -0.3452 0.9897
H -2.1497 -1.3583 1.2819
H -2.0958 0.8872 -0.5737
H -1.8896 -0.7804 -1.0338
H -0.0139 0.1519 1.0560
H 0.3157 -0.8402 -0.4442
H 0.1544 1.2434 -1.7585
H -0.1694 2.1509 -0.2601
H 2.2065 0.6800 -0.5220
O 3.0368 -1.0639 0.3184
H 3.8173 -1.3713 0.7908
H 2.3576 -1.7239 0.5290



Run B
Density functional theory data (ωB97M-V with the def2-TZVPD basis set) for a cluster of 2 separate species, C3H11NO2 in total.

Values from the calculation:
**Orbital gap**: 9.247 eV
**Structure (SMILES)**: C[C@H](N)CO.O
**HOMO**: -0.3170 Eh
**E_LUMO**: 0.622 eV

Cartesian coordinates (Å):
C 1.5785 -1.7112 -0.5937
C 0.1673 -1.3424 -0.1625
N -0.7901 -1.0447 -1.2488
C 0.2024 -0.1890 0.8214
O -1.1137 0.0501 1.3021
H 1.6972 -2.7795 -0.7263
H 1.7642 -1.2874 -1.5788
H 2.3207 -1.3403 0.0982
H -0.3112 -2.1664 0.3893
H -0.4897 -1.2918 -2.1696
H -1.4947 -0.4015 -0.9537
H 0.8873 -0.4282 1.6416
H 0.5898 0.7261 0.3481
H -1.0227 0.6722 2.0311
O -1.4440 4.4676 0.5122
H -0.5487 4.2481 0.2380
H -1.9925 3.8181 0.0515



Least stable of them? run B.